Entry 1:
The following is a DFT calculation (wB97M-V/def2-TZVPD) of 9 unconnected molecules or ions with the total composition C49H89ClF2NO27PS8 at a distorted geometry.

```
178
Properties=species:S:1:pos:R:3:forces:R:3
Cl 3.346 2.449 -1.751 0.24 -0.05 0.03
S 7.540 -2.296 -7.283 0.14 0.09 0.00
S -6.785 -5.816 8.442 0.30 0.16 0.25
S -4.360 11.414 -5.885 0.09 0.16 -0.04
S 2.273 -4.666 -4.557 0.13 -0.02 -0.06
S -2.404 -0.923 -0.622 -0.18 -0.16 -0.02
S -0.772 -8.712 -2.762 0.08 -0.07 0.32
S -2.936 -4.761 2.854 0.55 -0.08 0.08
S -0.311 -7.534 5.815 0.24 0.16 0.11
P 2.842 9.080 2.552 0.76 -0.38 0.68
F 0.520 8.563 -3.974 0.21 0.23 0.27
F 0.470 10.054 -2.015 0.03 -0.02 0.08
O -3.531 -5.585 1.847 -0.22 0.15 -0.01
O 4.151 6.675 1.878 1.07 0.49 0.93
O -3.217 -1.374 -1.898 -0.02 -0.14 -0.12
O -4.057 10.142 -6.464 -0.08 -0.07 0.02
O 0.994 -7.931 6.623 0.11 -0.09 -0.03
O -1.357 -1.863 -0.349 0.09 0.09 0.05
O -1.052 -8.679 -1.206 -0.17 0.01 0.08
O 1.998 -3.758 -5.632 -0.11 0.05 0.07
O -3.427 -3.438 3.096 -0.30 0.02 -0.09
O 2.555 5.320 -2.523 0.02 -0.20 -1.23
O -2.891 -5.548 4.232 0.06 -0.02 -0.03
O -5.254 11.490 -4.769 -0.05 -0.11 0.04
O 9.048 -2.784 -7.302 0.11 0.03 -0.12
O 1.750 -4.391 -3.254 -0.15 0.11 0.03
O 6.933 -2.740 -6.063 0.00 -0.01 -0.08
O -7.335 -4.801 9.527 -0.03 0.00 0.13
O -2.084 0.469 -0.748 0.15 0.03 0.03
O -1.462 -7.887 6.592 -0.12 -0.06 -0.09
O -0.194 -7.992 4.465 -0.16 0.03 -0.04
O -6.979 -7.157 8.898 -0.12 -0.08 -0.18
O 0.062 -7.596 -3.102 -0.20 -0.05 -0.05
O 2.832 10.737 2.646 -0.47 0.30 -0.22
O 3.840 -4.872 -4.459 0.12 -0.09 0.07
O 6.918 -2.602 -8.533 -0.09 -0.03 0.02
O -1.987 -8.935 -3.482 0.00 0.10 -0.09
O -7.256 -5.413 7.151 -0.08 -0.16 -0.08
O -3.020 12.170 -5.517 0.15 0.00 -0.08
N 1.403 8.590 3.357 0.05 0.14 -0.71
C -2.630 -1.147 -3.207 0.12 0.18 -0.39
C -9.499 -5.788 10.219 0.18 -0.16 -0.04
C 2.158 3.180 -0.617 -0.24 -0.30 -0.57
C -4.118 -5.681 4.994 -0.58 -0.09 0.16
C 3.720 2.315 4.129 -0.20 0.44 -0.39
C -3.130 -7.332 -0.954 -0.01 -0.21 -0.29
C 2.133 3.594 2.816 0.72 -0.03 -0.02
C 2.393 5.617 -1.374 0.09 0.23 0.54
C 2.409 2.722 3.863 0.51 -0.06 -0.17
C 8.930 -5.022 -8.355 -0.15 0.16 -0.09
C -0.257 11.298 2.437 -0.19 0.14 -0.32
C -0.128 11.034 1.149 0.13 0.05 0.16
C 2.525 7.416 0.324 -0.54 0.75 -0.30
C 2.942 4.982 0.886 -0.56 -0.36 -0.18
C -2.309 11.750 -4.323 0.16 -0.11 0.42
C -3.684 -1.165 0.548 -0.12 0.05 0.16
C -0.058 -5.799 5.869 0.04 0.11 0.03
C -1.206 -4.691 2.555 0.07 -0.08 -0.04
C 1.556 9.609 -0.002 0.11 -0.33 -0.26
C 1.446 -10.261 5.913 -0.08 0.14 -0.18
C 0.179 -10.190 -2.783 0.07 -0.06 0.00
C 3.280 6.402 1.112 -0.54 -0.07 -0.69
C -8.768 -4.609 9.612 -0.44 0.08 -0.04
C 1.409 7.897 -1.808 0.03 0.73 0.41
C 1.156 11.017 0.376 -0.25 0.15 -0.20
C 0.960 7.491 -3.204 0.27 -0.49 -0.03
C -1.476 -2.069 -3.516 0.10 -0.13 0.21
C 2.099 7.013 -0.950 -0.30 0.69 0.13
C 2.255 8.717 0.828 0.08 -0.30 -0.52
C 1.164 9.169 -1.279 0.24 -0.58 0.27
C -1.658 -7.482 -0.632 -0.16 0.41 0.11
C 2.505 4.594 -0.317 0.13 -0.11 0.85
C -1.610 10.415 -4.462 -0.50 0.09 -0.43
C -0.284 3.081 -0.062 -0.29 0.13 -0.32
C -5.083 -5.411 8.610 0.11 0.12 0.00
C -1.229 6.655 -2.195 0.54 -0.24 -0.25
C -5.102 -6.650 4.374 0.07 -0.02 -0.25
C 4.669 -3.688 -4.308 0.08 0.35 0.19
C -4.888 12.509 -7.155 -0.05 0.05 -0.04
C 1.842 -6.302 -5.015 0.15 0.00 -0.28
C 4.563 -3.065 -2.930 -0.23 -0.07 0.04
C 4.495 3.688 2.308 -0.35 -0.33 0.48
C 7.859 -0.571 -7.203 0.01 0.07 0.03
C 1.138 -9.308 7.049 -0.01 -0.42 0.16
C 9.304 -4.199 -7.140 0.04 -0.43 0.11
C 0.752 3.040 -1.173 -0.31 0.06 0.39
C 3.183 4.079 2.025 0.35 -0.63 0.46
C -0.142 6.450 -3.243 -0.67 0.36 -0.02
C 4.768 2.808 3.359 -0.70 0.31 -0.39
H -3.305 -7.182 -2.018 0.09 0.01 -0.03
H 0.612 8.570 2.725 -0.23 0.15 0.21
H 0.758 -6.346 -5.044 -0.04 0.02 0.06
H -9.153 -4.365 8.621 0.10 -0.06 -0.06
H 3.563 -2.681 -2.737 0.00 0.03 -0.03
H 0.248 5.448 -3.240 0.27 -0.33 0.17
H 0.530 3.833 -1.871 0.14 0.14 -0.40
H -4.629 -7.618 4.208 -0.01 -0.03 0.07
H -0.809 -5.705 2.556 -0.02 0.00 0.02
H -3.257 -0.973 1.530 0.03 -0.04 0.01
H 0.945 11.554 -0.535 0.14 0.19 -0.39
H 4.422 -2.974 -5.091 -0.11 -0.08 -0.06
H -1.230 11.240 2.887 -0.28 0.15 0.25
H -1.040 10.210 -3.569 0.12 0.06 0.14
H 0.398 -10.404 -3.827 -0.01 0.02 -0.02
H -0.120 -5.463 6.900 0.02 -0.03 0.02
H -2.341 -0.098 -3.287 0.00 0.02 0.14
H -5.465 -6.291 3.413 -0.03 0.04 0.01
H 1.123 3.898 2.604 -0.25 0.05 -0.01
H 0.916 -5.576 5.440 0.01 -0.02 0.00
H 3.566 10.994 3.206 0.23 -0.01 -0.01
H -4.529 -6.097 7.974 -0.03 -0.07 0.01
H 6.893 -0.075 -7.260 -0.02 -0.02 0.00
H 1.609 2.330 4.465 -0.24 -0.03 0.13
H 4.785 -3.800 -2.157 0.07 0.01 0.00
H -1.257 3.236 -0.508 -0.33 0.01 -0.07
H -0.632 -1.896 -2.854 0.08 0.03 0.03
H -4.011 -2.199 0.484 0.00 -0.02 0.04
H 9.229 -6.059 -8.200 0.07 0.02 0.04
H -0.348 2.135 0.455 0.15 -0.17 0.36
H 0.578 11.613 3.033 0.26 -0.11 0.25
H -1.082 -4.234 1.574 -0.03 0.04 0.01
H 5.782 2.509 3.548 0.25 -0.09 0.09
H 1.958 -9.289 7.762 0.03 0.17 0.00
H -0.860 6.384 -1.213 -0.05 0.02 0.37
H -5.790 12.076 -7.582 -0.01 -0.02 0.02
H 5.682 -4.026 -4.488 -0.03 -0.21 -0.10
H 2.218 -6.981 -4.260 -0.03 -0.02 0.06
H -3.536 -6.478 -0.418 0.06 -0.01 0.12
H 2.263 -6.518 -5.993 0.04 0.06 0.00
H -4.502 -0.478 0.350 0.02 0.02 -0.08
H -0.733 -4.080 3.318 -0.01 0.05 -0.01
H -2.071 6.024 -2.435 -0.36 -0.10 0.06
H -9.082 -6.039 11.194 -0.04 0.04 0.04
H 1.627 -11.259 6.313 0.04 0.03 0.07
H -3.806 -6.055 5.965 0.32 0.02 -0.06
H -10.555 -5.544 10.333 0.01 0.08 0.03
H -5.958 -6.772 5.038 0.04 0.02 0.07
H 5.301 4.059 1.703 0.19 0.13 -0.17
H -4.787 -5.548 9.646 -0.04 -0.03 0.02
H -0.942 10.416 -5.322 0.08 0.01 0.04
H -5.098 13.482 -6.722 0.01 0.00 0.02
H 7.858 -5.001 -8.539 -0.02 -0.01 0.03
H -3.005 11.752 -3.482 -0.11 -0.01 -0.08
H 1.209 9.248 4.102 -0.11 -0.21 0.27
H -1.524 -7.596 0.441 0.09 -0.18 -0.02
H 2.207 2.590 0.284 0.26 -0.14 0.25
H 3.922 1.623 4.928 -0.01 -0.13 0.19
H -4.107 12.571 -7.908 0.02 -0.02 0.00
H -0.124 3.904 0.627 0.14 0.12 0.25
H -8.888 -3.727 10.236 0.16 0.03 0.02
H -4.570 -4.698 5.139 0.12 0.08 -0.11
H -1.084 -6.607 -0.943 0.06 -0.09 -0.15
H 10.373 -4.264 -6.952 0.03 0.16 0.00
H -1.008 10.844 0.557 -0.29 -0.36 -0.08
H -1.583 12.539 -4.146 -0.05 0.11 -0.15
H -9.421 -6.674 9.591 -0.01 0.01 -0.03
H -1.538 7.693 -2.198 -0.22 0.24 0.12
H -0.607 6.579 -4.213 0.02 -0.01 -0.37
H 0.653 2.095 -1.684 0.08 -0.25 -0.28
H 2.327 -9.931 5.363 0.05 -0.03 0.04
H 8.477 -0.292 -8.051 0.00 -0.01 -0.02
H -0.850 -5.357 5.275 -0.09 0.00 0.00
H -1.138 -1.909 -4.539 -0.06 0.01 -0.04
H 1.829 7.099 -3.705 0.29 -0.07 -0.27
H -4.925 -4.384 8.291 -0.03 0.01 -0.01
H -1.771 -3.111 -3.399 -0.02 -0.04 -0.06
H 1.941 11.551 0.882 0.20 -0.09 0.26
H 0.239 -9.607 7.590 -0.08 0.09 -0.06
H 8.351 -0.342 -6.262 0.01 -0.02 0.01
H -3.674 -8.229 -0.658 -0.03 0.02 0.07
H 9.425 -4.638 -9.246 0.06 -0.03 0.00
H -2.327 9.607 -4.603 0.00 -0.01 0.02
H 8.792 -4.553 -6.244 -0.09 0.10 0.00
H 1.096 -10.033 -2.223 -0.01 0.02 0.02
H -0.416 -10.990 -2.352 -0.02 -0.01 0.00
H 5.266 -2.236 -2.851 0.07 -0.05 -0.05
H -3.449 -1.314 -3.902 -0.13 -0.03 0.13
H 0.621 -10.322 5.206 -0.03 -0.01 0.02
```
Positions in Å, forces in eV/Å.

Values from the calculation:
Highest occupied orbital energy ... -8.33 eV
LUMO energy ... -0.95 eV
SMILES ... C=CCc1c(F)c([C@H](F)CC)c2c(c1P(N)O)C(=O)C(c1ccccc1)=C([C@H](Cl)CC)C2=O.CCOS(C)(=O)=O.CCOS(C)(=O)=O.CCOS(C)(=O)=O.CCOS(C)(=O)=O.CCOS(C)(=O)=O.CCOS(C)(=O)=O.CCOS(C)(=O)=O.CCOS(C)(=O)=O
Net charge ... 0

Mulliken population analysis, charges in e, atoms 1 to 99: atom 1 (Cl): -0.234, atom 2 (S): 1.175, atom 3 (S): 1.252, atom 4 (S): 1.214, atom 5 (S): 1.371, atom 6 (S): 1.194, atom 7 (S): 1.152, atom 8 (S): 1.155, atom 9 (S): 1.259, atom 10 (P): -0.052, atom 11 (F): -0.354, atom 12 (F): -0.486, atom 13 (O): -0.565, atom 14 (O): -0.568, atom 15 (O): -0.293, atom 16 (O): -0.607, atom 17 (O): -0.251, atom 18 (O): -0.569, atom 19 (O): -0.296, atom 20 (O): -0.720, atom 21 (O): -0.704, atom 22 (O): -0.597, atom 23 (O): -0.090, atom 24 (O): -0.650, atom 25 (O): -0.303, atom 26 (O): -0.574, atom 27 (O): -0.548, atom 28 (O): -0.263, atom 29 (O): -0.583, atom 30 (O): -0.675, atom 31 (O): -0.625, atom 32 (O): -0.633, atom 33 (O): -0.493, atom 34 (O): -0.423, atom 35 (O): -0.322, atom 36 (O): -0.625, atom 37 (O): -0.642, atom 38 (O): -0.657, atom 39 (O): -0.273, atom 40 (N): -0.600, atom 41 (C): -0.404, atom 42 (C): -0.991, atom 43 (C): 0.146, atom 44 (C): 0.079, atom 45 (C): -0.377, atom 46 (C): -0.947, atom 47 (C): 0.026, atom 48 (C): 0.014, atom 49 (C): -0.885, atom 50 (C): -0.981, atom 51 (C): -0.900, atom 52 (C): -0.096, atom 53 (C): -0.313, atom 54 (C): 0.977, atom 55 (C): -0.627, atom 56 (C): -1.072, atom 57 (C): -0.590, atom 58 (C): -0.901, atom 59 (C): -0.203, atom 60 (C): -0.980, atom 61 (C): -1.056, atom 62 (C): -0.089, atom 63 (C): -0.352, atom 64 (C): -0.252, atom 65 (C): -1.248, atom 66 (C): -0.175, atom 67 (C): -0.916, atom 68 (C): 0.274, atom 69 (C): 0.930, atom 70 (C): 1.015, atom 71 (C): -0.170, atom 72 (C): -0.127, atom 73 (C): -0.001, atom 74 (C): -1.356, atom 75 (C): -0.859, atom 76 (C): -1.074, atom 77 (C): -1.087, atom 78 (C): -0.197, atom 79 (C): -0.939, atom 80 (C): -0.985, atom 81 (C): -0.996, atom 82 (C): -0.142, atom 83 (C): -0.987, atom 84 (C): -0.345, atom 85 (C): -0.303, atom 86 (C): -0.137, atom 87 (C): -0.366, atom 88 (C): -0.670, atom 89 (C): -0.856, atom 90 (H): 0.357, atom 91 (H): 0.322, atom 92 (H): 0.349, atom 93 (H): 0.322, atom 94 (H): 0.275, atom 95 (H): 0.365, atom 96 (H): -0.270, atom 97 (H): 0.319, atom 98 (H): 0.261, atom 99 (H): 0.375

Entry 2:
The following is a DFT calculation (wB97M-V/def2-TZVPD) of 3 unconnected molecules or ions with the total composition Cl2H3PSi at a distorted geometry.

```
7
Properties=species:S:1:pos:R:3:forces:R:3
Cl 0.565 -0.709 2.839 0.00 0.52 -0.42
Cl -0.078 -2.349 0.125 -0.20 -0.37 -0.56
P 1.083 1.018 -0.569 0.10 1.23 -1.91
Si 0.577 -0.559 0.773 -0.20 -1.77 2.24
H 1.538 1.799 0.475 0.36 0.42 0.65
H -2.122 0.520 -2.143 2.13 -0.92 2.46
H -1.563 0.280 -1.500 -2.19 0.90 -2.46
```
Positions in Å, forces in eV/Å.

Values from the calculation:
Highest occupied orbital energy (alpha / beta) ... -6.00 / -10.98 eV
LUMO energy (alpha / beta) ... -0.32 / -2.83 eV
Energy above the lowest of the compared OMol25 structures with the same formula, charge and spin ... 0.000 eV
2S+1 ... 3
Net charge ... 0

Computed Mulliken charges, given in elementary charges: atom 1 (Cl): -0.212, atom 2 (Cl): -0.177, atom 3 (P): -0.036, atom 4 (Si): 0.385, atom 5 (H): 0.066, atom 6 (H): 0.205, atom 7 (H): -0.231

Entry 3:
The following is a DFT calculation (wB97M-V/def2-TZVPD) of 2 unconnected molecules or ions with the total composition C2H10N2O at a distorted geometry.

```
15
Properties=species:S:1:pos:R:3:forces:R:3
O 1.643 -1.107 2.341 0.29 0.07 0.15
N -1.899 -1.056 -0.491 1.38 0.38 0.27
N 0.804 1.466 -1.006 -0.14 -0.11 0.10
C -1.138 0.114 -0.943 -0.03 -0.49 -0.66
C 0.202 0.358 -0.227 -1.05 2.04 0.40
H -2.269 -0.827 0.418 -0.58 -0.54 -0.11
H 0.035 0.797 0.790 0.04 -0.69 -0.63
H 0.822 -0.507 -0.109 0.20 -0.61 -0.05
H 1.355 2.077 -0.421 0.25 -0.19 0.00
H 2.290 -1.736 2.725 -0.15 -0.07 -0.09
H 1.365 1.121 -1.772 0.19 0.00 0.11
H -0.868 -0.006 -2.012 -0.29 -0.10 0.39
H -2.527 -1.438 -1.174 -0.43 0.22 0.23
H -1.764 1.022 -0.895 0.46 0.02 0.02
H 1.947 -0.279 2.775 -0.15 0.07 -0.12
```
Positions in Å, forces in eV/Å.

Values from the calculation:
Highest occupied orbital energy (alpha / beta) ... 1.16 / -5.90 eV
LUMO energy (alpha / beta) ... 3.69 / 3.71 eV
Energy above the lowest of the compared OMol25 structures with the same formula, charge and spin ... 0.318 eV
2S+1 ... 2
Net charge ... -1

Computed Mulliken charges, given in elementary charges: atom 1 (O): -1.649, atom 2 (N): -0.576, atom 3 (N): -0.387, atom 4 (C): -0.318, atom 5 (C): -1.599, atom 6 (H): 0.271, atom 7 (H): 0.463, atom 8 (H): 0.232, atom 9 (H): 0.389, atom 10 (H): 0.638, atom 11 (H): 0.170, atom 12 (H): 0.365, atom 13 (H): 0.192, atom 14 (H): 0.193, atom 15 (H): 0.615